Below is C46H55N5OP2PtS3 as an isolated structure, with properties calculated with wB97M-V/def2-TZVPD.

HOMO = -0.481 Ha
Spin multiplicity = 1
Max |F| = 0.8 eV/Å
Molecular weight = 1047.21 g mol⁻¹
Charge = +2

CARTESIAN COORDINATES (ANGSTROEM)
Pt1 -1.21218 -1.29764 1.76019
N1 0.04864 0.32661 1.44886
S1 1.23696 1.14182 1.37712
N2 1.73721 1.54963 -0.13263
S2 2.15163 0.49301 -1.18697
N3 1.44110 -0.87061 -1.32488
S3 -0.18220 -1.19221 -1.40914
N4 -0.78917 -1.78225 -0.22173
C1 -0.18987 -2.36077 -2.74666
C2 0.93278 -2.67445 -3.49430
C3 0.82094 -3.60979 -4.51461
C4 -0.40114 -4.20784 -4.78216
C5 -1.52066 -3.88499 -4.02419
C6 -1.41724 -2.96316 -2.99702
C7 -0.88619 0.28000 -2.15169
C8 -0.94924 0.42503 -3.53424
C9 -1.46358 1.59825 -4.06249
C10 -1.90006 2.61158 -3.21708
C11 -1.83174 2.45106 -1.84095
C12 -1.33008 1.27784 -1.29520
C13 2.13741 1.42812 -2.69224
C14 2.56062 0.76368 -3.83799
C15 2.58861 1.45375 -5.03603
C16 2.20146 2.78917 -5.07547
C17 1.78556 3.43597 -3.92205
C18 1.75340 2.75795 -2.71065
C19 3.84960 0.03175 -0.98547
C20 4.24708 -1.29463 -1.03921
C21 5.59739 -1.58310 -0.90277
C22 6.51541 -0.55924 -0.72021
C23 6.09660 0.76542 -0.66753
C24 4.75376 1.07053 -0.80116
C25 2.67238 0.42228 2.15010
C26 2.75190 -0.96283 2.06999
C27 3.87257 -1.59883 2.58100
C28 4.88921 -0.85566 3.16626
C29 4.79266 0.52762 3.24353
C30 3.68177 1.17904 2.72771
C31 1.12987 2.80071 2.01012
C32 1.88720 3.85195 1.50412
C33 1.74519 5.10975 2.06798
C34 0.85498 5.31129 3.11582
C35 0.09275 4.25829 3.59963
C36 0.22679 2.99565 3.04217
H1 1.88229 -2.21022 -3.27211
H2 1.69282 -3.87261 -5.09835
H3 -0.48231 -4.93297 -5.58071
H4 -2.47185 -4.35578 -4.23266
H5 -2.27562 -2.70818 -2.38845
H6 -0.60594 -0.36084 -4.19337
H7 -1.52273 1.72039 -5.13588
H8 -2.29568 3.52780 -3.63682
H9 -2.17238 3.24086 -1.18298
H10 -1.29316 1.13192 -0.22408
H11 2.87130 -0.27272 -3.79333
H12 2.91954 0.95571 -5.93711
H13 2.23193 3.32817 -6.01309
H14 1.48748 4.47518 -3.95927
H15 1.42553 3.24223 -1.80194
H16 3.51303 -2.07739 -1.16874
H17 5.93056 -2.61139 -0.93994
H18 7.56708 -0.79250 -0.62015
H19 6.81717 1.55932 -0.52657
H20 4.41320 2.09824 -0.76723
H21 1.94780 -1.52458 1.60694
H22 3.95143 -2.67664 2.52295
H23 5.76001 -1.35612 3.56868
H24 5.58288 1.10188 3.70812
H25 3.60347 2.25639 2.78697
H26 2.57569 3.68783 0.68757
H27 2.32865 5.93660 1.68613
H28 0.74912 6.29689 3.54893
H29 -0.61294 4.42169 4.40281
H30 -0.39388 2.17351 3.36691
C37 -2.60109 -4.28601 0.84270
P1 -2.73714 -2.90217 1.98930
C38 -4.44763 -2.33671 1.84136
C39 -2.66468 -3.54905 3.70102
C40 -2.51002 -2.33094 4.62158
P2 -1.12514 -1.33816 3.96329
C41 -1.03059 0.14772 4.98530
C42 0.34409 -2.27242 4.48405
H31 -3.30232 -5.07988 1.10089
H32 -1.58179 -4.66907 0.83973
H33 -2.82138 -3.91196 -0.15671
H34 -5.12864 -3.15096 2.09438
H35 -4.62593 -2.00078 0.82402
H36 -4.61756 -1.48429 2.49610
H37 -1.81441 -4.22771 3.79295
H38 -3.56913 -4.11390 3.93114
H39 -2.33378 -2.61118 5.66104
H40 -3.41291 -1.71661 4.58860
H41 -1.02256 -0.11687 6.04333
H42 -1.87893 0.80095 4.78175
H43 -0.10286 0.66842 4.75239
H44 0.28062 -2.49924 5.54984
H45 1.23593 -1.67149 4.30195
H46 0.43467 -3.19843 3.91888
C43 -5.56190 1.38401 -1.94033
N5 -4.62577 0.62579 -1.12126
C44 -4.18495 -0.66560 -1.61699
C45 -4.24275 1.03717 0.11162
C46 -4.73065 2.39205 0.55763
O1 -3.52661 0.34706 0.83660
H47 -5.75462 0.82433 -2.85190
H48 -5.15234 2.35463 -2.22508
H49 -6.51523 1.53856 -1.43401
H50 -3.90596 -0.57356 -2.66761
H51 -4.97693 -1.41655 -1.53473
H52 -3.31786 -0.99042 -1.04329
H53 -4.55315 3.15940 -0.19594
H54 -4.21725 2.65212 1.47844
H55 -5.80544 2.36925 0.74692

Löwdin atomic charge list, values in e, 99 entries: 0.7605 -0.4316 0.7555 -0.3533 0.8861 -0.3533 0.7699 -0.4238 -0.3241 -0.0641 -0.0488 -0.0484 -0.0466 -0.0685 -0.3105 -0.0581 -0.0521 -0.0559 -0.0569 -0.0869 -0.3104 -0.0564 -0.0420 -0.0432 -0.0470 -0.0544 -0.3153 -0.0607 -0.0473 -0.0428 -0.0435 -0.0534 -0.3045 -0.1039 -0.0605 -0.0493 -0.0481 -0.0466 -0.3120 -0.0765 -0.0496 -0.0472 -0.0468 -0.0601 0.0838 0.1160 0.1172 0.1165 0.0927 0.1172 0.1181 0.1162 0.1148 0.0689 0.1095 0.1189 0.1185 0.1189 0.1067 0.1084 0.1178 0.1184 0.1188 0.1187 0.0953 0.1180 0.1165 0.1173 0.1114 0.1015 0.1166 0.1176 0.1162 0.0750 -0.2293 0.6599 -0.2161 -0.3698 -0.3765 0.6416 -0.2281 -0.2231 0.0629 0.0541 0.0332 0.0675 0.0258 0.0498 0.0862 0.0984 0.0998 0.0866 0.0660 0.0582 0.0331 0.0645 0.0353 0.0478 -0.0340

---

Below is C29H57Cl3N2NiO3PSi as an isolated structure, with properties calculated with wB97M-V/def2-TZVPD.

<S²> = 2.006
HOMO (alpha / beta) = -0.175 / -0.202 Ha
Spin multiplicity = 3
Max |F| = 1.9 eV/Å
Molecular weight = 705.90 g mol⁻¹
Charge = -1

CARTESIAN COORDINATES (ANGSTROEM)
C1 3.09131 -3.05117 -3.44641
C2 2.61030 -2.11004 -4.51240
H1 2.58633 -4.02534 -3.53487
H2 2.91752 -2.65288 -2.43807
H3 4.17057 -3.24634 -3.55522
C3 2.47807 -2.49774 -5.79323
C4 2.79423 -3.85799 -6.30463
H4 2.13144 -1.78530 -6.53566
H5 2.34121 -4.63589 -5.67387
H6 3.86919 -4.08103 -6.39067
H7 2.37716 -3.95704 -7.31355
Ni1 1.16578 -0.10923 1.68929
Cl1 1.96698 1.98238 1.70281
Cl2 2.43787 -1.74928 2.37624
C5 -1.11688 3.25916 0.16878
O1 -2.16546 2.66566 -0.12665
N1 -0.86786 4.55502 -0.09588
C6 -1.93649 5.38765 -0.61137
C7 0.48338 5.10153 -0.07380
H8 -0.25823 2.78180 0.70168
H9 -2.89427 4.99417 -0.25865
H10 -1.93889 5.41497 -1.71001
H11 -1.78041 6.40543 -0.24460
H12 1.06836 4.59900 0.70522
H13 0.41700 6.17465 0.13266
H14 0.99471 4.96127 -1.04042
H15 -0.36007 -4.38202 1.07052
H16 -2.33333 -3.12989 -0.45188
C8 -1.22090 -5.06744 0.98494
C9 -3.09723 -3.66565 0.12380
N2 -2.45968 -4.34515 1.23942
H17 -1.10027 -5.86020 1.73681
C10 -2.73685 -4.00363 2.52480
O2 -3.45642 -3.07783 2.90359
H18 -3.83939 -2.94587 0.48367
H19 -2.21218 -4.68340 3.23285
H20 -1.24479 -5.50509 -0.01930
H21 -3.58839 -4.39734 -0.53134
O3 1.47937 -0.77444 -2.87524
C11 2.28679 -0.70319 -4.06000
C12 0.42977 -0.15953 -5.72192
C13 1.65606 0.18175 -5.13697
H22 -0.02384 -1.13129 -5.49101
C14 -0.17285 0.71754 -6.63670
H23 3.25532 -0.25651 -3.76524
C15 2.35075 1.31838 -5.57888
H24 -1.14994 0.45628 -7.05265
C16 0.50409 1.87005 -7.05255
C17 1.76580 2.17247 -6.52007
H25 3.35274 1.50080 -5.17196
H26 0.05580 2.52483 -7.80464
H27 2.32072 3.05274 -6.86416
Si1 0.23528 0.24351 -2.29573
Cl3 -1.00599 -1.54526 0.95810
C18 -1.42117 -0.35757 -2.83485
C19 0.51439 2.05409 -2.76775
C20 0.66620 0.18174 -0.51671
H28 -1.66640 -0.07674 -3.87187
H29 -2.15765 0.09799 -2.15524
H30 -1.47971 -1.45078 -2.72662
H31 0.79549 -0.90610 -0.31777
H32 -0.21509 0.63124 -0.02961
H33 1.60009 0.74602 -0.34667
H34 0.85454 2.17652 -3.80026
H35 1.26107 2.51550 -2.10842
H36 -0.42222 2.61432 -2.66280
C21 0.25938 -2.16968 4.92779
C22 -0.76618 -1.14197 4.45798
C23 -1.83147 -0.91661 5.53278
P1 0.02440 0.35959 3.72114
C24 -1.34483 1.48014 3.15786
C25 -2.57101 0.73953 2.62244
C26 -1.74094 2.59001 4.12444
C27 1.03708 1.23888 4.99684
C28 0.39745 1.36069 6.37552
C29 2.43457 0.63385 5.11471
H37 0.67860 -1.91402 5.91419
H38 1.08400 -2.27012 4.20324
H39 -0.23235 -3.15360 4.99342
H40 -1.25814 -1.55059 3.55417
H41 -1.40894 -0.98328 6.54536
H42 -2.38019 0.02719 5.43877
H43 -2.56901 -1.72604 5.44006
H44 -0.86029 1.96801 2.29230
H45 -3.30702 0.49834 3.40176
H46 -3.04249 1.33937 1.83170
H47 -2.28788 -0.20701 2.13388
H48 -0.87935 3.11241 4.55497
H49 -2.32206 3.33861 3.56704
H50 -2.38863 2.23090 4.93769
H51 1.14999 2.25195 4.57879
H52 0.35699 0.39687 6.89461
H53 1.03895 2.02845 6.96372
H54 -0.60099 1.80729 6.36376
H55 2.98591 0.72666 4.17258
H56 2.98467 1.17796 5.89384
H57 2.39695 -0.42798 5.38629

Calculated atomic charges, method Löwdin, unit e: -0.0377 -0.2315 0.0805 0.0849 0.0894 -0.1220 -0.1084 0.0961 0.0719 0.0801 0.0664 -0.2133 0.0681 -0.0185 -0.3545 -0.0140 -0.1911 -0.0546 -0.0534 0.0579 0.0874 0.0905 0.0788 0.0553 0.0792 0.0849 0.0669 0.0155 -0.0833 -0.1222 -0.2246 0.0784 -0.3665 -0.0272 0.0838 0.1305 0.0833 0.0780 -0.1771 -0.2793 -0.0637 -0.2178 0.1298 -0.0739 0.1535 -0.0496 0.1035 -0.0954 -0.0898 0.1207 0.0970 0.1009 0.4334 0.2042 -0.1436 -0.1228 -0.3622 0.0245 0.0429 0.0388 -0.0202 -0.0015 -0.0071 0.0063 0.0359 0.0331 -0.1470 -0.5388 -0.1097 0.9930 -0.5315 -0.1421 -0.1207 -0.5526 -0.1218 -0.1434 0.0657 -0.0362 0.0762 0.0330 0.0633 0.0514 0.0762 0.0353 0.0754 0.0671 -0.0497 0.0603 0.0780 0.0669 0.0828 0.0667 0.0746 0.0551 0.0333 0.0732 0.0599

---

Below is a 10-piece molecular cluster, C20H60O20 overall, with properties calculated with wB97M-V/def2-TZVPD.

HOMO = -0.341 Ha
Spin multiplicity = 1
Max |F| = 10.5 eV/Å
Molecular weight = 620.68 g mol⁻¹
Charge = 0

CARTESIAN COORDINATES (ANGSTROEM)
O1 2.04899 -3.62814 2.05995
C1 0.81799 -4.16514 1.52695
C2 1.13399 -4.74714 0.11495
O2 0.05999 -5.65114 -0.16805
H1 2.02499 -3.95714 2.82495
H2 0.51499 -5.11914 2.23695
H3 0.01699 -3.27314 1.40095
H4 2.16799 -5.22614 0.09495
H5 1.19199 -3.93514 -0.49005
H6 -0.31601 -5.69314 -1.12105
O3 0.21199 1.62186 -4.40905
C3 1.17399 2.24186 -3.59105
C4 2.43899 1.52986 -3.67405
O4 3.40799 2.09186 -2.86005
H7 0.47299 1.59786 -5.30005
H8 1.32899 3.25486 -3.86305
H9 0.57399 2.24886 -2.64205
H10 2.67299 1.51586 -4.78605
H11 2.34699 0.53786 -3.40805
H12 2.97899 2.38686 -2.19305
O5 0.14599 1.19486 2.66895
C5 -0.07201 1.55786 3.99595
C6 1.25999 1.31286 4.70595
O6 1.25999 1.61686 6.01795
H13 -0.70401 0.93886 2.27995
H14 -0.39801 2.81286 4.04995
H15 -0.83401 0.95386 4.21595
H16 1.89599 1.97886 4.23595
H17 1.77899 0.47286 4.59295
H18 0.93899 0.94686 6.55795
O7 -1.51301 -3.48314 4.34295
C7 -2.43101 -2.41614 4.28495
C8 -1.83101 -1.36414 3.28495
O8 -2.88601 -0.36714 3.14195
H19 -1.89701 -4.26714 4.85395
H20 -3.48501 -2.89914 3.76795
H21 -2.76401 -1.87014 5.22795
H22 -1.78301 -1.66114 2.32695
H23 -0.81001 -1.04714 3.44395
H24 -2.71701 0.31886 2.59295
O9 -2.32401 1.43386 1.13195
C9 -3.12801 2.53186 1.66195
C10 -3.09001 3.87886 0.81195
O10 -3.98501 4.85486 1.32995
H25 -2.54501 1.25386 0.22895
H26 -4.28901 2.33386 1.85795
H27 -2.71601 2.73186 2.59995
H28 -3.66501 3.71486 -0.12105
H29 -2.17501 4.14986 0.64195
H30 -4.17201 5.52886 0.66695
O11 5.40299 -0.66014 2.00395
C11 4.30899 -1.21114 1.57095
C12 4.75599 -1.99314 0.30895
O12 3.56799 -2.70614 -0.12705
H31 5.21999 -0.62714 2.87395
H32 4.13699 -1.87014 2.34395
H33 3.45099 -0.67614 1.49195
H34 5.69299 -2.54614 0.61095
H35 5.03299 -1.34414 -0.56305
H36 3.21999 -3.12214 0.72895
O13 0.53099 4.76286 0.02895
C13 0.71399 3.54586 0.36695
C14 2.18199 3.16786 0.90195
O14 2.36099 1.81086 0.99495
H37 0.69299 5.19386 0.95095
H38 -0.01001 3.16686 1.12595
H39 0.61499 2.97086 -0.53205
H40 2.20199 3.37186 1.85695
H41 2.95899 3.48686 0.19495
H42 1.67199 1.37386 1.54295
O15 2.11399 -1.65914 -5.17305
C15 0.69299 -1.53314 -4.96505
C16 0.27399 -2.98714 -4.47705
O16 -1.06401 -3.02414 -4.05705
H43 2.39699 -2.05214 -4.43605
H44 0.46399 -0.71314 -4.13005
H45 0.12799 -0.95714 -5.89205
H46 1.03699 -3.11414 -3.82205
H47 0.45799 -3.59414 -5.25805
H48 -1.22201 -2.13114 -3.69605
O17 -3.68801 0.54186 -1.07205
C17 -4.13301 1.01486 -2.31505
C18 -3.04501 1.94986 -2.88705
O18 -3.40701 2.65286 -4.09505
H49 -4.16201 -0.19214 -0.94205
H50 -4.41201 0.41686 -2.95205
H51 -5.11201 1.48886 -2.30505
H52 -2.03501 1.53686 -3.02905
H53 -2.74601 2.88686 -2.22505
H54 -2.73501 3.34786 -4.30405
O19 -1.92101 -1.14414 -2.35805
C19 -1.27101 -1.50314 -1.06605
C20 0.00199 -0.65814 -0.88905
O20 0.59699 -1.23314 0.18995
H55 -2.71501 -0.66514 -2.07605
H56 -2.06101 -1.39614 -0.23405
H57 -1.06901 -2.55314 -1.11305
H58 -0.35601 0.35486 -0.63505
H59 0.47599 -0.49214 -1.66105
H60 1.46999 -1.45914 0.04495

Löwdin atomic charge list, values in e, 99 entries: -0.0350 -0.1683 -0.2560 -0.1018 -0.0367 0.1765 0.1429 0.1428 0.0525 0.1378 -0.0627 -0.2552 -0.2554 0.0508 0.0630 0.1198 0.1278 0.1627 0.0843 -0.0369 -0.1082 -0.1956 -0.2703 0.0067 0.0582 0.1981 0.0494 0.1015 0.0919 0.0655 -0.1129 -0.2369 -0.1945 -0.0540 0.1273 0.1735 0.1255 0.0576 0.1088 -0.0449 -0.1057 -0.1404 -0.1995 -0.0660 0.0392 0.1693 0.0836 0.1191 0.0380 0.0911 0.0280 -0.3300 -0.1681 -0.1228 0.0456 0.0983 0.0848 0.1327 0.1321 0.0604 -0.0204 -0.3657 -0.2120 -0.0827 0.1697 0.1113 0.0915 0.0571 0.1365 0.0631 -0.0487 -0.2005 -0.2285 -0.0505 -0.0039 0.1066 0.1685 0.0750 0.0859 0.0375 -0.0162 -0.1814 -0.1921 -0.0939 0.0520 0.0403 0.1429 0.0966 0.1424 0.1054 -0.1038 -0.1182 -0.2183 -0.0038 0.0333 0.1410 0.1017 0.1247 0.0307

---

Below is C27H17CoN6O8S as an isolated structure, with properties calculated with wB97M-V/def2-TZVPD.

HOMO = -0.119 Ha
Spin multiplicity = 1
Max |F| = 0.6 eV/Å
Molecular weight = 644.47 g mol⁻¹
Charge = -2

CARTESIAN COORDINATES (ANGSTROEM)
Co1 0.29116 -0.31260 0.29758
S1 1.15686 1.61648 0.69592
C1 -0.26849 2.53269 0.26724
N1 -0.38437 3.78480 0.51861
N2 -1.49092 4.43711 0.11148
C2 -1.59273 5.80190 0.28442
C3 -2.73792 6.45477 -0.18335
C4 -2.87797 7.82080 -0.01528
C5 -1.89020 8.56189 0.61988
C6 -0.75541 7.90770 1.08270
C7 -0.59333 6.54198 0.92200
N3 -1.32511 1.88597 -0.43085
N4 -1.21239 0.65601 -0.49808
C8 -2.20920 -0.03477 -1.24835
C9 -2.48926 -1.34173 -0.88321
C10 -3.43506 -2.04978 -1.60820
C11 -4.06601 -1.45661 -2.69173
C12 -3.75687 -0.15213 -3.05975
C13 -2.82132 0.56846 -2.34014
H1 -2.18628 3.94287 -0.42880
H2 -3.51561 5.88218 -0.67581
H3 -3.77146 8.31002 -0.38396
H4 -2.00244 9.63004 0.75152
H5 0.02539 8.47076 1.57960
H6 0.28919 6.03475 1.28110
H7 -1.96960 -1.80449 -0.05565
H8 -3.65437 -3.07315 -1.33603
H9 -4.78541 -2.02159 -3.27107
H10 -4.22742 0.29538 -3.92554
H11 -2.53253 1.56746 -2.63292
O1 3.54252 -6.36861 -1.66984
C14 3.91652 -5.18020 -1.73636
O2 4.99072 -4.69057 -2.12278
C15 2.84008 -4.21209 -1.24646
C16 2.35905 -4.32598 0.18406
C17 1.19113 -3.32365 0.32403
N5 0.37851 -2.70275 -0.68978
C18 1.06176 -2.55739 -1.77085
C19 2.23428 -3.35619 -2.10713
C20 0.79126 -1.23437 -2.46072
O3 0.59975 -1.06989 -3.64939
O4 0.85605 -0.28074 -1.57057
H12 2.22270 -5.37050 0.46170
H13 0.58932 -3.54390 1.20086
H14 2.62179 -3.26363 -3.11462
O5 4.52424 -4.42920 3.75377
C21 3.31013 -4.62293 3.55752
O6 2.55185 -5.53275 3.92892
C22 2.68356 -3.53184 2.69811
C23 3.10974 -3.39777 1.25419
C24 2.27352 -2.27763 0.64090
N6 1.60412 -1.22848 1.33147
C25 1.26356 -1.52347 2.54560
C26 1.82980 -2.63262 3.26334
C27 0.01231 -0.77329 2.97435
O7 -0.39162 -0.74512 4.11469
O8 -0.61141 -0.27187 1.93997
H15 4.19768 -3.35798 1.19273
H16 2.72392 -1.88635 -0.25990
H17 1.51224 -2.76541 4.28885

Calculated atomic charges, method natural (NBO), unit e: 1.0835 -0.0013 0.1258 -0.2338 -0.4077 0.1691 -0.2730 -0.1929 -0.2774 -0.2014 -0.2259 -0.1792 -0.1006 0.1608 -0.1980 -0.1936 -0.1976 -0.2139 -0.2113 0.3882 0.2044 0.2023 0.2020 0.2046 0.2359 0.2553 0.2179 0.2067 0.2082 0.2277 -0.7401 0.7191 -0.7384 0.0940 -0.2502 -0.0752 -0.5227 0.2239 -0.3687 0.7444 -0.6380 -0.7655 0.2600 0.2115 0.2387 -0.7278 0.7143 -0.7291 0.1417 -0.2596 -0.0848 -0.4524 0.2346 -0.3764 0.7420 -0.6050 -0.7171 0.2581 0.2376 0.2463